1.
This record from OMol25 describes a structure of composition C21H43BO2P2Pb. The level of theory is the ωB97M-V functional and the def2-TZVPD basis.

```
70
Properties=species:S:1:pos:R:3:forces:R:3
P -2.149 0.884 0.078 0.28 -0.93 -0.50
P 0.878 -1.031 0.059 -0.55 -0.41 -0.95
C -1.983 -0.938 -0.205 -0.14 0.21 0.05
C -0.793 -1.649 0.447 -0.09 0.30 0.37
H -2.025 -1.157 -1.288 -0.01 0.23 0.39
H -2.900 -1.349 0.233 0.33 -0.16 -0.32
H -0.920 -1.693 1.540 0.15 0.10 -0.23
H -0.781 -2.689 0.096 -0.09 0.27 0.13
C 1.306 -1.799 -1.562 0.20 0.40 0.11
H 2.319 -1.455 -1.824 -0.30 -0.22 -0.02
H 0.616 -1.458 -2.354 0.23 -0.15 0.42
H 1.290 -2.900 -1.512 0.02 0.38 0.13
C 2.046 -1.622 1.282 0.24 0.23 0.29
H 2.167 -2.712 1.252 -0.09 0.22 -0.09
H 1.707 -1.311 2.277 0.12 -0.08 -0.15
H 3.001 -1.131 1.064 -0.01 -0.22 0.15
C -3.384 1.442 -1.159 0.32 0.14 0.15
H -3.505 2.529 -1.045 -0.09 -0.30 -0.11
H -4.352 0.949 -1.013 0.21 0.08 0.03
H -3.014 1.231 -2.175 -0.12 0.07 0.37
C -2.869 1.094 1.740 0.24 0.28 0.00
H -2.162 0.706 2.486 -0.21 0.14 -0.14
H -3.843 0.599 1.863 0.28 0.09 -0.23
H -2.990 2.175 1.897 -0.03 -0.28 0.14
Pb 0.422 1.496 -0.885 -0.61 -0.56 -0.43
C -1.899 -4.624 0.537 0.51 -0.16 -0.37
C -1.698 -4.573 -0.792 0.12 -0.51 0.77
C -2.705 -4.974 -1.826 -0.33 0.12 -0.40
C -4.168 -4.521 -1.537 0.19 -0.27 -0.17
C -4.313 -3.155 -0.926 -0.42 0.36 0.49
C -4.383 -2.923 0.397 -0.58 -0.20 -0.87
C -4.220 -3.947 1.479 0.21 -0.32 0.22
C -3.167 -5.071 1.202 -0.41 -0.07 0.33
C -0.167 3.615 -0.363 -0.11 2.31 0.49
H -1.074 -4.413 1.239 -0.28 0.04 -0.48
H -0.717 -4.312 -1.216 -0.22 -0.08 0.41
H -2.725 -6.078 -1.944 0.18 0.55 -0.03
H -2.364 -4.547 -2.786 -0.28 -0.29 0.26
H -4.699 -4.532 -2.499 0.01 -0.06 0.31
H -4.646 -5.264 -0.885 0.00 0.29 -0.37
H -4.459 -2.334 -1.648 0.06 -0.23 0.48
H -4.674 -1.936 0.784 0.15 -0.18 -0.38
H -5.187 -4.450 1.687 0.41 0.34 0.01
H -3.937 -3.395 2.394 -0.13 -0.37 -0.20
H -2.906 -5.493 2.184 -0.12 -0.06 -0.35
H -3.643 -5.868 0.613 0.28 0.19 0.34
H 0.506 4.002 0.415 -0.23 -0.33 -0.23
H -1.211 3.726 -0.040 0.35 -0.49 -0.19
H -0.009 4.193 -1.286 0.02 -0.43 0.15
C 3.768 4.395 -1.644 -0.25 -0.15 -0.18
C 4.260 3.454 -0.538 0.66 1.20 -0.06
C 5.730 3.175 -0.763 0.28 -0.15 0.08
O 3.557 2.188 -0.651 -2.25 -0.55 0.48
B 2.480 2.344 0.197 2.51 1.06 0.78
O 2.630 3.268 1.193 -1.51 -1.32 -1.18
C 3.884 3.950 0.914 1.32 0.38 0.21
C 4.888 3.515 1.975 0.05 -0.19 0.20
C 3.664 5.443 1.064 -0.27 0.24 -0.13
H 2.708 4.699 -1.527 0.48 -0.17 -0.01
H 3.885 3.899 -2.622 -0.06 0.14 0.38
H 4.392 5.297 -1.661 -0.27 -0.16 0.04
H 5.840 2.675 -1.731 0.03 0.15 0.11
H 6.301 4.116 -0.795 -0.16 -0.37 0.10
H 6.139 2.512 0.008 -0.03 0.24 -0.25
H 5.835 4.058 1.848 -0.24 -0.23 -0.03
H 4.501 3.780 2.966 0.03 -0.14 -0.23
H 5.083 2.433 1.945 -0.03 0.31 0.04
H 2.841 5.807 0.433 0.27 -0.05 0.13
H 3.413 5.667 2.110 0.12 -0.05 -0.33
H 4.584 5.987 0.802 -0.31 -0.15 0.08
```
Positions in Å, forces in eV/Å.

Output
HOMO-LUMO gap (spin up / spin down) = 4.745 / 4.810 eV
E_HOMO (spin up / spin down) = -0.5042 / -0.5044 Eh
E_LUMO (spin up / spin down) = -9.0 / -8.9 eV
charge = +2
ΔE to the lowest compared entry with this formula, charge and spin = 0.0 kcal/mol

2.
This record from OMol25 describes a cluster of 4 separate species, C21H43Br6N2O6P in total. The level of theory is the ωB97M-V functional and the def2-TZVPD basis.

```
79
Properties=species:S:1:pos:R:3:forces:R:3
C 3.874 1.668 4.359 0.31 -0.62 0.26
C 4.424 0.653 3.323 -0.13 0.21 -0.49
C 3.985 0.967 1.859 -0.30 0.47 0.72
C 2.733 0.168 1.409 1.17 0.35 0.09
O 2.051 0.845 0.387 0.15 -0.11 0.09
C 2.899 1.312 -0.670 -0.10 -0.76 -0.32
O 1.857 0.207 2.577 -0.12 0.55 -0.77
C 0.644 -0.163 2.309 4.64 1.38 1.01
N -0.353 -0.649 2.213 -4.92 -1.86 -0.57
C 3.033 -1.347 1.115 -0.48 -0.06 -0.08
C 2.485 -1.903 -0.230 0.55 -0.81 0.35
O 1.095 -1.765 -0.395 0.76 0.40 -0.37
C 0.709 -1.217 -1.646 -1.32 0.82 -0.36
C -0.391 -0.134 -1.419 0.97 0.18 -0.57
O -1.573 -0.442 -2.152 0.19 0.42 1.11
C -2.708 0.214 -1.566 -0.59 -0.41 -0.79
C -3.626 -0.826 -0.899 0.40 0.44 0.31
O -3.565 -0.787 0.524 -0.11 -0.43 -0.31
C -4.296 -1.908 1.008 -0.66 0.55 0.36
C -4.538 -1.823 2.517 0.11 -0.72 0.00
O 4.448 -1.539 1.170 -0.49 -0.33 0.08
C 4.817 -2.904 1.415 1.12 0.76 -0.76
P 5.673 -3.540 -0.140 -0.71 -1.58 -0.41
N 5.279 -5.033 -0.511 0.13 0.74 -0.02
H 2.871 2.032 4.103 0.27 -0.19 0.08
H 4.543 2.528 4.504 -0.20 -0.21 -0.25
H 3.831 1.138 5.325 -0.16 0.41 -0.20
H 4.079 -0.362 3.564 0.20 0.29 0.10
H 5.524 0.647 3.371 -0.35 -0.09 0.01
H 3.664 2.025 1.836 0.10 -0.35 -0.08
H 4.820 0.875 1.157 -0.36 -0.26 0.07
H 3.319 2.308 -0.479 -0.13 -0.29 0.04
H 2.288 1.313 -1.584 0.13 0.25 0.36
H 3.696 0.569 -0.826 -0.02 0.53 -0.06
H 2.594 -1.946 1.936 -0.06 0.36 -0.24
H 3.099 -1.484 -1.044 -0.45 0.08 0.09
H 2.700 -2.994 -0.220 0.13 0.41 -0.02
H 1.523 -0.718 -2.194 0.17 -0.43 0.43
H 0.288 -1.983 -2.322 0.18 0.08 0.38
H 0.002 0.832 -1.809 -0.19 -0.29 0.20
H -0.540 0.012 -0.340 -0.24 -0.39 -0.26
H -3.279 0.667 -2.396 0.44 -0.27 0.31
H -2.421 1.041 -0.898 -0.06 -0.42 0.02
H -3.287 -1.826 -1.225 -0.30 0.35 -0.21
H -4.672 -0.631 -1.208 0.26 -0.26 0.03
H -3.797 -2.854 0.733 -0.06 0.27 0.08
H -5.290 -1.891 0.510 0.33 -0.17 0.10
H -5.327 -2.559 2.759 0.23 0.29 -0.04
H -4.885 -0.840 2.855 0.20 -0.18 -0.27
H -3.652 -2.136 3.088 -0.17 0.38 -0.18
H 5.559 -2.884 2.232 -0.45 -0.27 -0.05
H 3.957 -3.557 1.615 0.33 0.10 0.04
H 7.081 -3.366 0.030 -0.65 0.38 0.26
H 5.265 -2.677 -1.184 0.39 0.47 0.53
H 4.838 -4.979 -1.429 0.01 -0.45 0.20
Br -7.174 0.824 -5.413 0.08 -0.03 0.04
C -7.032 -0.011 -3.660 -0.21 0.02 -0.18
C -7.155 1.004 -2.554 0.15 -0.03 0.21
Br -5.512 2.031 -2.347 -0.38 0.26 -0.05
H -6.088 -0.549 -3.642 -0.01 0.06 0.05
H -7.853 -0.724 -3.617 0.01 0.05 0.06
H -7.303 0.509 -1.595 0.01 -0.03 -0.05
H -7.958 1.719 -2.716 0.02 -0.06 -0.07
Br 9.277 -1.826 -0.588 0.13 0.13 -0.11
C 9.168 0.117 -0.588 0.17 -0.18 0.19
C 7.807 0.592 -0.156 -0.11 0.20 -0.13
Br 6.503 0.381 -1.586 0.01 -0.05 0.04
H 9.438 0.449 -1.586 -0.08 0.01 0.03
H 9.930 0.444 0.118 -0.07 0.03 0.01
H 7.825 1.660 0.059 0.05 -0.03 -0.02
H 7.421 0.057 0.708 0.06 -0.03 -0.04
Br -10.195 3.056 0.575 0.08 -0.03 -0.07
C -9.336 4.504 -0.404 -0.12 0.01 0.25
C -10.225 5.034 -1.498 0.15 0.03 -0.24
Br -10.257 3.834 -3.030 -0.06 -0.02 0.02
H -8.390 4.118 -0.774 -0.05 0.04 -0.05
H -9.144 5.276 0.340 -0.02 0.01 -0.06
H -9.837 5.976 -1.882 0.03 -0.03 0.05
H -11.256 5.173 -1.184 0.06 -0.05 0.07
```
Positions in Å, forces in eV/Å.

Output
HOMO-LUMO gap = 8.653 eV
structure (SMILES) = CCC[C@](OC)(OC#N)[C@@H](COCCOCCOCC)OC[PH2]=N.BrCCBr.BrCCBr.BrCCBr
E_HOMO = -0.3131 Eh
E_LUMO = 0.1 eV

3.
This record from OMol25 describes a cluster of 7 separate species, C21H43Br6NO10 in total. The level of theory is the ωB97M-V functional and the def2-TZVPD basis.

```
81
Properties=species:S:1:pos:R:3:forces:R:3
C 16.655 -11.728 2.926 -0.33 -0.65 -0.30
C 17.816 -10.775 2.971 -1.70 0.89 0.74
O 18.989 -11.396 3.465 1.60 -0.12 0.33
C 19.494 -11.002 4.661 0.71 1.15 -0.63
O 18.907 -10.273 5.423 0.86 -1.04 -0.01
O 20.833 -11.418 4.762 -2.93 0.42 -1.43
C 21.388 -11.382 6.043 0.91 -0.50 0.93
H 16.808 -12.583 2.267 0.15 0.09 -0.07
H 15.786 -11.197 2.537 -0.03 0.01 -0.08
H 16.377 -12.128 3.901 0.20 0.19 0.18
H 17.475 -9.935 3.576 0.51 -0.10 0.71
H 17.925 -10.249 2.022 0.92 -0.68 -0.46
H 21.893 -10.456 6.318 -0.79 0.56 -0.09
H 22.245 -12.055 6.016 -0.30 -0.50 -0.03
H 20.648 -11.723 6.767 0.28 0.27 0.24
C 13.023 -10.390 3.539 -0.09 -1.43 0.64
C 13.044 -10.106 2.085 0.33 3.27 1.16
O 12.753 -11.213 1.378 -0.55 -3.90 -0.60
C 12.539 -11.213 0.084 -0.23 2.99 -1.66
O 12.596 -10.185 -0.580 0.09 -1.26 0.07
O 12.169 -12.398 -0.350 0.08 -1.34 1.97
C 11.871 -12.707 -1.673 0.58 -0.02 -1.62
H 13.891 -11.002 3.785 0.16 0.41 0.54
H 12.186 -11.055 3.750 -0.29 0.23 0.16
H 12.906 -9.459 4.094 0.38 -0.21 0.16
H 14.034 -9.704 1.868 -0.02 0.16 -0.65
H 12.292 -9.323 1.994 0.01 0.14 -0.99
H 11.044 -12.115 -2.065 0.20 0.09 -0.03
H 11.677 -13.769 -1.821 -0.56 -0.05 0.99
H 12.771 -12.654 -2.287 0.05 0.91 -0.19
C 17.702 -15.469 -1.543 0.30 1.28 -1.07
C 17.886 -15.374 -0.044 -1.47 0.22 -1.01
O 19.139 -15.991 0.154 0.99 -1.33 1.64
C 19.361 -16.641 1.300 0.11 -0.97 3.85
O 18.628 -16.741 2.309 1.39 0.60 -3.22
O 20.625 -17.203 1.308 -1.07 0.93 -1.64
C 21.201 -17.775 2.486 -0.82 0.46 0.28
H 17.783 -16.476 -1.952 -0.40 -0.14 0.43
H 18.470 -14.922 -2.090 0.54 0.09 0.27
H 16.823 -14.945 -1.918 -0.50 -0.45 0.42
H 17.000 -15.837 0.391 0.53 -0.72 0.56
H 17.865 -14.366 0.372 0.39 0.18 -0.31
H 21.651 -16.975 3.075 0.05 -0.01 0.03
H 21.974 -18.477 2.174 -0.25 0.08 -0.13
H 20.427 -18.249 3.089 0.11 -0.13 -0.05
C 17.370 -10.254 -2.591 0.61 0.12 -0.55
N 16.706 -11.402 -2.025 0.17 0.53 1.03
C 16.032 -12.213 -3.005 -0.95 -1.09 0.17
C 16.543 -11.475 -0.674 -2.98 -2.86 0.25
O 15.786 -12.332 -0.090 2.55 2.61 -1.83
H 17.788 -10.556 -3.551 0.08 0.05 -0.01
H 18.233 -9.921 -2.013 -0.31 0.04 0.20
H 16.668 -9.444 -2.786 -0.01 0.21 0.13
H 16.572 -13.128 -3.252 0.36 0.08 0.01
H 15.062 -12.563 -2.651 -0.02 0.15 0.31
H 15.836 -11.688 -3.939 0.22 0.30 0.20
H 17.072 -10.678 -0.128 0.02 -0.22 -0.04
Br 20.223 -12.281 -0.618 -0.22 0.47 0.28
C 20.377 -10.427 0.002 0.50 0.39 -0.54
C 21.553 -9.712 -0.752 -1.59 -0.66 -0.03
Br 21.047 -9.602 -2.715 0.55 0.07 1.18
H 20.421 -10.474 1.090 0.86 -0.09 -0.03
H 19.448 -9.876 -0.144 -0.06 -0.27 -0.59
H 22.482 -10.278 -0.689 -0.16 0.24 -0.09
H 21.634 -8.677 -0.419 0.17 -0.18 -0.08
Br 13.263 -14.003 3.816 0.13 -0.39 -0.51
C 13.930 -14.792 2.125 -0.78 -0.68 -0.29
C 12.869 -15.802 1.575 1.21 1.08 0.58
Br 13.528 -16.574 -0.127 -0.23 0.31 0.63
H 14.816 -15.364 2.400 0.07 0.38 -0.11
H 14.129 -13.956 1.454 0.08 -0.16 0.08
H 11.922 -15.299 1.380 0.11 -0.33 0.01
H 12.828 -16.589 2.327 -0.47 -0.14 -0.46
Br 13.930 -7.357 -3.686 -0.35 -1.18 -0.85
C 13.233 -9.105 -4.386 -0.92 -0.32 0.85
C 13.876 -9.707 -5.575 1.59 0.59 -1.18
Br 13.252 -11.532 -5.880 0.02 0.30 0.19
H 12.191 -9.030 -4.699 -0.13 0.67 0.71
H 13.287 -9.798 -3.546 0.01 0.31 0.16
H 14.964 -9.732 -5.525 -0.04 -0.28 0.19
H 13.651 -9.147 -6.483 -0.16 -0.13 0.05
```
Positions in Å, forces in eV/Å.

Output
HOMO-LUMO gap = 9.756 eV
structure (SMILES) = CCOC(=O)OC.CCOC(=O)OC.CCOC(=O)OC.CN(C)C=O.BrCCBr.BrCCBr.BrCCBr
E_HOMO = -0.3509 Eh
E_LUMO = 0.2 eV
ΔE to the lowest compared entry with this formula, charge and spin = 46.6 kcal/mol